{"formula": "C3H12N2O", "method": "ωB97M-V/def2-TZVPD", "gap_ev": 9.912, "smiles": "NCCCN.O", "lumo_ev": 0.893, "energy_ev": -8332.2513, "e_homo_ev": -9.02, "relative_energy_kcal_mol": 24.7, "elements": ["N", "C", "C", "C", "N", "H", "H", "H", "H", "H", "H", "H", "H", "H", "H", "O", "H", "H"], "xyz": [[0.771111, 2.367269, 2.286075], [0.519672, 1.731289, 0.923048], [1.101338, 0.335056, 0.799362], [0.797749, -0.074890, -0.693907], [0.848612, -1.507632, -0.926906], [1.745535, 2.386216, 2.592498], [0.376676, 3.292734, 2.366348], [-0.569570, 1.687884, 0.981089], [0.797961, 2.453205, 0.175554], [0.625379, -0.409562, 1.430069], [2.202450, 0.513849, 0.852555], [-0.253335, 0.199627, -0.962131], [1.541760, 0.571915, -1.196941], [1.811545, -1.814014, -0.758960], [0.937951, -1.809339, -1.915726], [-4.221136, -3.498233, -2.304002], [-5.142161, -3.545872, -2.004526], [-3.891535, -2.879502, -1.643499]], "forces_ev_per_angstrom": [[0.51, -1.03, -0.31], [-1.00, 0.99, 3.21], [-0.03, 0.77, -2.25], [-0.41, 0.86, 0.45], [2.04, -1.25, -0.84], [-0.36, 0.05, -0.44], [0.06, 0.02, -0.19], [-0.09, -0.23, -0.72], [0.37, -0.21, -0.88], [0.46, 0.22, 0.59], [-0.63, -1.03, 0.56], [0.93, 0.31, 0.20], [-0.54, -0.49, -0.77], [-0.07, 0.03, 1.17], [-1.26, 1.00, 0.21], [-0.63, 0.28, 0.58], [0.10, -0.32, -0.45], [0.54, 0.04, -0.13]]}